A cluster of 3 separate species, C3F4NO4 in total at a distorted geometry, computed with the ωB97M-V functional and the def2-TZVPD basis.

Calculated values
Electronic energy, hartree: -869.40531
Net charge: -1
HOMO level (alpha / beta), hartree: -0.1611 / -0.1610

```
12
Properties=species:S:1:pos:R:3:nbo_charge:R:1
C 3.4392 0.3022 -0.1471 1.06
C -0.8446 -1.0638 0.2544 0.26
C -2.3639 0.4261 -0.1304 0.90
N 0.2724 -0.3421 0.4615 0.34
O 2.9915 1.1656 -0.7602 -0.54
O 4.0690 -0.5352 0.3230 -0.55
O 0.0929 0.5366 1.3080 -0.47
O 1.4343 -0.8378 0.1711 -0.56
F -0.8940 -1.8890 -0.8379 -0.37
F -2.9194 0.8700 1.0208 -0.35
F -1.8976 1.5047 -0.8786 -0.37
F -3.3800 -0.1373 -0.7845 -0.35
```

A cluster of 2 separate species, C6H12N2 in total at a distorted geometry, computed with the ωB97M-V functional and the def2-TZVPD basis.

Calculated values
Electronic energy, hartree: -345.31323
SMILES: CC(C)=C(C)C.N#N
HOMO level, hartree: -0.3077

```
20
Properties=species:S:1:pos:R:3:nbo_charge:R:1
C -0.5921 -0.8279 -1.7602 -0.65
C -0.5918 -0.4587 -0.2473 -0.02
C -1.2617 -1.4510 0.6246 -0.65
C 0.0097 0.6992 0.1374 0.01
C 0.7957 1.6965 -0.7628 -0.65
C 0.1276 1.1368 1.5809 -0.66
H -1.3366 -1.6074 -1.9740 0.21
H 0.4493 -1.0481 -2.1218 0.22
H -0.9203 0.0635 -2.3631 0.21
H -1.1784 -1.2006 1.7595 0.22
H -0.8879 -2.5701 0.4902 0.22
H -2.3334 -1.4396 0.2769 0.22
H 0.1408 2.6440 -0.6928 0.22
H 0.8226 1.2429 -1.7493 0.22
H 1.7767 1.7569 -0.2941 0.22
H -0.7236 1.8366 1.6748 0.22
H 1.0569 1.6023 1.8238 0.21
H -0.0299 0.4666 2.4240 0.22
N 2.0985 -1.4077 0.1072 0.01
N 2.5780 -1.1340 1.0660 -0.01
```

A cluster of 12 separate species, C31H91N5O14 in total at a distorted geometry, computed with the ωB97M-V functional and the def2-TZVPD basis.

Calculated values
2S+1: 2
Electronic energy, hartree: -2562.48675
Net charge: -1
HOMO level (alpha / beta), hartree: 0.0126 / -0.2393

```
141
Properties=species:S:1:pos:R:3:lowdin_spin:R:1
C -4.9103 -0.4363 15.0193 0.00
O -3.6015 -0.6531 15.4615 0.01
H -5.2002 -1.1909 14.2881 0.00
H -5.6219 -0.5671 15.8346 0.00
H -5.0479 0.5449 14.5651 0.00
H -3.0618 -0.8513 14.6927 0.00
C -11.4114 -4.7454 15.8577 0.00
O -11.9656 -3.7775 14.9614 0.00
H -10.3394 -4.9231 15.7724 0.00
H -11.5370 -4.3652 16.8715 0.00
H -11.9630 -5.6776 15.7365 0.00
H -11.3495 -3.0473 14.8676 0.00
C -0.2328 -4.6021 14.0587 0.16
O -0.1250 -3.2355 13.8909 0.22
H 0.0242 -5.1761 13.1684 0.04
H 0.4356 -4.9681 14.8380 0.04
H -1.2639 -4.8294 14.3295 0.01
H 0.7861 -2.9518 13.9955 0.10
C -7.2094 -3.2781 13.2433 0.00
O -7.5400 -1.8681 13.2727 0.00
H -7.3338 -3.7757 14.2051 0.00
H -7.8650 -3.7988 12.5452 0.00
H -6.1791 -3.4204 12.9174 0.00
H -7.3496 -1.5262 12.3961 0.00
C -1.0680 -0.2354 12.8501 0.06
O -1.8149 -1.1580 13.5972 0.03
H -0.4104 0.3059 13.5303 0.01
H -0.5118 -0.6602 12.0145 0.02
H -1.6594 0.5583 12.3936 0.00
H -1.3208 -1.9748 13.6988 0.01
C -3.4559 -6.2012 11.9465 0.04
O -3.1351 -6.9844 10.8322 0.04
H -3.3202 -6.7364 12.8863 0.00
H -2.7496 -5.3720 11.9874 0.02
H -4.5020 -5.8949 11.9381 0.00
H -2.1875 -7.1120 10.7463 0.02
C -8.9048 -6.4165 18.5703 0.00
O -10.1839 -5.8609 18.8150 0.00
H -8.4726 -6.7593 19.5103 0.00
H -8.8866 -7.3059 17.9404 0.00
H -8.3033 -5.6717 18.0492 0.00
H -10.1337 -5.0226 19.2801 0.00
C -3.1786 -9.5030 15.5663 0.02
O -3.1567 -8.5050 16.6219 0.01
C -2.6666 -9.0229 17.8709 0.00
C -2.9284 -8.0560 19.0410 0.00
N -2.3085 -6.7326 18.7561 0.00
C -2.7037 -5.6196 19.6244 0.00
C -1.9469 -4.3587 19.2614 0.00
O -2.3279 -3.8839 17.9946 0.01
C -1.3328 -3.1184 17.3593 0.03
H -3.9550 -10.2358 15.7858 0.00
H -2.2246 -9.9860 15.3549 0.01
H -3.4315 -9.0042 14.6307 0.00
H -1.5831 -9.0533 17.7567 0.00
H -3.0000 -10.0476 18.0353 0.00
H -2.5052 -8.4645 19.9586 0.00
H -3.9991 -7.9121 19.1864 0.00
H -2.6612 -6.4242 17.8614 0.00
H -2.4109 -5.8798 20.6416 0.00
H -3.7765 -5.4272 19.6221 0.00
H -0.9210 -4.7271 19.2628 0.00
H -2.1542 -3.5753 19.9905 0.00
H -1.6499 -2.8192 16.3603 0.01
H -0.4106 -3.6357 17.0949 0.02
H -1.1598 -2.2525 17.9984 0.01
C -12.3967 -8.5362 14.1169 0.00
O -11.3848 -9.5664 14.1978 0.00
C -11.1652 -10.1994 12.9539 0.00
C -10.0840 -11.2100 13.3307 0.00
N -8.8144 -10.4762 13.4139 0.00
C -7.6365 -11.3057 13.7465 0.00
C -6.3978 -10.5236 14.2756 0.00
O -6.6699 -10.1832 15.6592 0.00
C -6.3735 -11.2108 16.5996 0.00
H -13.3317 -8.7979 13.6214 0.00
H -12.0999 -7.5974 13.6493 0.00
H -12.6340 -8.2839 15.1504 0.00
H -10.9671 -9.4796 12.1597 0.00
H -12.0981 -10.7002 12.6950 0.00
H -9.9656 -12.0188 12.6097 0.00
H -10.3023 -11.6567 14.3007 0.00
H -8.7866 -9.7495 14.1147 0.00
H -7.3814 -11.7631 12.7905 0.00
H -7.9282 -12.1007 14.4328 0.00
H -6.3286 -9.6286 13.6572 0.00
H -5.4364 -11.0150 14.1264 0.00
H -5.3389 -11.5361 16.4905 0.00
H -6.9562 -12.1251 16.4875 0.00
H -6.3712 -10.8957 17.6431 0.00
C -8.0303 -7.7818 11.2148 0.00
C -8.4222 -8.7824 10.1328 0.00
C -7.5891 -8.6343 8.8017 0.00
O -8.3485 -7.7745 8.0025 0.00
C -7.7681 -7.5027 6.7141 0.00
N -8.3471 -10.1397 10.6019 0.00
H -7.3802 -8.1882 11.9897 0.00
H -8.8153 -7.3804 11.8557 0.00
H -7.5639 -6.8723 10.8361 0.00
H -9.4744 -8.7155 9.8561 0.00
H -7.5354 -9.5681 8.2421 0.00
H -6.5615 -8.3433 9.0198 0.00
H -7.5950 -8.3777 6.0876 0.00
H -6.8955 -6.8499 6.7375 0.00
H -8.4892 -6.8419 6.2329 0.00
H -8.7560 -10.2614 11.5174 0.00
H -7.3570 -10.2825 10.7416 0.00
C -5.9427 -2.7487 18.2151 0.00
C -5.2143 -1.6418 19.0121 0.00
C -5.0607 -1.9199 20.5443 0.00
O -6.3331 -1.6965 21.1582 0.00
C -6.3102 -1.7370 22.5828 0.00
N -3.8687 -1.4751 18.4424 0.00
H -6.2022 -2.4567 17.1975 0.00
H -6.8321 -3.0630 18.7613 0.00
H -5.3256 -3.6409 18.1090 0.00
H -5.7567 -0.7089 18.8579 0.00
H -4.3335 -1.2204 20.9567 0.00
H -4.6350 -2.8956 20.7782 0.00
H -6.4148 -2.7251 23.0310 0.00
H -7.1750 -1.1563 22.9036 0.00
H -5.4374 -1.2518 23.0199 0.00
H -3.3815 -2.3580 18.3847 0.00
H -3.8001 -1.2584 17.4583 0.00
C -7.3509 -6.7995 14.6980 0.00
C -5.9885 -6.8950 15.3459 0.00
C -5.2888 -5.4896 15.5967 0.00
O -4.8768 -4.9218 14.3774 0.00
C -3.9395 -3.8427 14.6443 0.00
N -6.0334 -7.5625 16.6078 0.00
H -8.0421 -6.4426 15.4615 0.00
H -7.6986 -7.7882 14.3986 0.00
H -7.2902 -6.1157 13.8514 0.00
H -5.3839 -7.5067 14.6763 0.00
H -4.4151 -5.7170 16.2074 0.00
H -5.8929 -4.9210 16.3036 0.00
H -4.4558 -3.0775 15.2239 0.00
H -3.5454 -3.3797 13.7396 0.00
H -3.1191 -4.1727 15.2816 0.00
H -5.0739 -7.6927 16.8953 0.00
H -6.2604 -8.5345 16.4535 0.00
```

A structure of composition C3H4AuO2 at a distorted geometry, computed with the ωB97M-V functional and the def2-TZVPD basis.

Calculated values
2S+1: 3
Electronic energy, hartree: -402.05283
Net charge: +1
HOMO level (alpha / beta), hartree: -0.4834 / -0.4933

```
10
Properties=species:S:1:pos:R:3:lowdin_spin:R:1
C -0.7167 1.1862 -1.7458 0.46
O -0.8500 -1.0019 0.7443 0.21
C 0.3307 -0.2004 0.9859 0.63
C 0.8414 0.2636 -0.2724 0.68
O -0.0229 1.4047 -0.4913 0.10
Au -1.8085 0.8258 0.2103 0.01
H -0.9694 -1.6609 1.4325 0.00
H 1.0348 -0.6880 1.6644 0.04
H 1.2999 -0.6110 -0.7709 0.01
H 0.8608 0.4820 -1.7569 -0.14
```

What is the formula in the second record? C6H12N2